# 1
Computed, not measured: a molecular structure, C16H31N4O7RuS2, with wB97M-V/def2-TZVPD.

Cartesian coordinates (Å):
1 Ru -0.1938 0.3442 -0.1539
2 N -0.7648 0.0341 2.1760
3 C -1.9584 -0.6901 2.5604
4 C -2.4184 -1.5631 1.3869
5 N -2.6839 -0.7802 0.1878
6 C -2.7687 -1.6266 -0.9968
7 C -2.5291 -0.8473 -2.2940
8 N -1.1826 -0.3195 -2.2800
9 C -3.8279 0.1171 0.3126
10 C -3.4171 1.5871 0.5379
11 N -2.2308 1.8920 -0.2292
12 H 0.0913 -0.4945 2.3145
13 H -0.6609 0.9600 2.5718
14 H -2.7416 0.0185 2.8346
15 H -1.7804 -1.3487 3.4231
16 H -3.2996 -2.1574 1.6821
17 H -1.5906 -2.2292 1.1383
18 H -3.7413 -2.1402 -1.0422
19 H -1.9667 -2.3609 -0.9197
20 H -3.2343 -0.0179 -2.3790
21 H -2.7052 -1.5316 -3.1404
22 H -0.9983 0.4054 -2.9615
23 H -0.4817 -1.0523 -2.3448
24 H -4.4821 -0.1982 1.1360
25 H -4.4189 0.0643 -0.6042
26 H -3.1829 1.7552 1.5895
27 H -4.2751 2.2262 0.2725
28 H -1.7393 2.7088 0.1200
29 H -2.4184 2.0388 -1.2160
30 O 1.8474 0.3912 -1.3666
31 S 2.6807 0.5551 -0.1733
32 O 3.9187 -0.1900 -0.2255
33 O 1.9152 0.2718 1.0505
34 C 3.2033 2.2809 -0.1502
35 C 4.5574 2.5231 0.0178
36 C 5.0522 3.8145 -0.0596
37 C 4.1918 4.8733 -0.3111
38 C 2.8350 4.6353 -0.4546
39 C 2.3495 3.3402 -0.3787
40 S 0.5723 3.1392 -0.3740
41 O 0.1111 2.3691 -1.5328
42 O -0.0069 4.4689 -0.3617
43 O 0.2981 2.4307 0.8918
44 H 5.2016 1.6760 0.1911
45 H 6.1086 3.9976 0.0625
46 H 4.5760 5.8765 -0.3971
47 H 2.1278 5.4335 -0.6111
48 C 2.1316 -2.9377 -0.9514
49 C 0.8876 -2.9767 -0.0382
50 C 1.3611 -2.9742 1.4303
51 C 0.1225 -4.3017 -0.3102
52 O 0.0446 -1.9396 -0.3205
53 H 2.7446 -3.8191 -0.7800
54 H 2.7134 -2.0443 -0.7404
55 H 1.8200 -2.9093 -1.9927
56 H 2.0136 -3.8263 1.6089
57 H 0.5038 -3.0388 2.1025
58 H 1.9095 -2.0536 1.6238
59 H 0.7821 -5.1538 -0.1717
60 H -0.2521 -4.3067 -1.3316
61 H -0.7207 -4.3961 0.3722

Values from the calculation:
HOMO (alpha / beta) = -8.51 / -8.38 eV
Kohn-Sham gap (alpha / beta) = 8.9 / 7.3 eV
ΔE to the lowest compared entry with this formula, charge and spin = 26.7 kJ/mol
DFT total energy = -2265.19943 Ha
spin multiplicity = 6

In elementary charge units, the natural (NBO) charges are: Ru 1.631; N -0.842; C -0.226; C -0.246; N -0.457; C -0.247; C -0.219; N -0.842; C -0.231; C -0.224; N -0.832; H 0.418; H 0.411; H 0.192; H 0.203; H 0.179; H 0.258; H 0.179; H 0.268; H 0.183; H 0.198; H 0.402; H 0.422; H 0.199; H 0.198; H 0.191; H 0.192; H 0.410; H 0.386; O -0.966; S 2.409; O -0.958; O -0.987; C -0.343; C -0.172; C -0.195; C -0.200; C -0.197; C -0.237; S 2.373; O -0.976; O -0.972; O -0.998; H 0.255; H 0.220; H 0.219; H 0.250; C -0.632; C 0.268; C -0.644; C -0.621; O -0.889; H 0.197; H 0.232; H 0.196; H 0.209; H 0.181; H 0.229; H 0.205; H 0.199; H 0.191

# 2
Computed, not measured: a molecular structure, C16H31NO8S2, with wB97M-V/def2-TZVPD.

Cartesian coordinates (Å):
1 C 0.7702 -2.9518 -1.4111
2 C -0.0090 -1.5221 -1.3656
3 C -0.9151 -1.3711 -0.0412
4 C -2.0444 -0.2385 -0.1403
5 C -3.5495 -0.7720 -0.1625
6 N -4.4464 0.2800 0.4284
7 C -3.9611 -2.0745 0.6785
8 O -3.9008 -2.3389 1.8835
9 O -4.5508 -3.0850 -0.1898
10 C -5.3644 -2.2966 -1.1216
11 S -5.6683 -3.1698 -2.7677
12 C -4.2492 -1.1547 -1.5467
13 S -3.2573 -2.0661 -2.8417
14 H 1.8763 -2.6981 -1.5670
15 H 0.4529 -3.5907 -2.3042
16 H 0.5918 -3.5088 -0.4320
17 H -0.5955 -1.4534 -2.3375
18 H 0.7735 -0.6810 -1.3916
19 H -1.2875 -2.3984 0.2782
20 H -0.1874 -1.0274 0.7862
21 H -1.8887 0.4262 -1.0681
22 H -1.9320 0.4438 0.7833
23 H -5.2366 0.5004 -0.1874
24 H -3.9392 1.1459 0.6409
25 H -6.3662 -1.9238 -0.7193
26 H -6.2319 -2.1759 -3.5781
27 H -4.8037 -0.3243 -2.1229
28 H -2.7889 -3.1913 -2.1531
29 C 2.7933 0.8610 4.3150
30 C 1.8462 1.9671 3.8886
31 O 0.5523 1.4451 3.5643
32 C -0.2170 1.1029 4.6107
33 O 0.0800 1.1998 5.7755
34 O -1.3662 0.6015 4.1305
35 C -2.2429 0.0932 5.1361
36 H 2.8375 0.0791 3.5526
37 H 3.7981 1.2556 4.4791
38 H 2.4582 0.3848 5.2388
39 H 2.2286 2.4390 2.9805
40 H 1.7672 2.7486 4.6493
41 H -2.4437 0.8413 5.9054
42 H -1.8165 -0.8091 5.5788
43 H -3.1857 -0.1688 4.6549
44 C 4.4407 1.5083 -5.2576
45 C 5.5575 1.3410 -4.2441
46 O 5.4314 2.2824 -3.1709
47 C 4.4814 2.0042 -2.2654
48 O 3.7453 1.0485 -2.2755
49 O 4.4699 2.9951 -1.3572
50 C 3.4276 2.8751 -0.3914
51 H 4.3970 2.5410 -5.6127
52 H 4.5920 0.8445 -6.1112
53 H 3.4670 1.2824 -4.8176
54 H 6.5156 1.5453 -4.7270
55 H 5.6029 0.3196 -3.8562
56 H 3.4515 1.9001 0.0996
57 H 2.4592 3.0432 -0.8672
58 H 3.5809 3.6460 0.3647

Values from the calculation:
HOMO = -7.58 eV
Kohn-Sham gap = 8.0 eV
DFT total energy = -2081.19591 Ha

In elementary charge units, the natural (NBO) charges are: C -0.630; C -0.418; C -0.420; C -0.410; C 0.001; N -0.833; C 0.793; O -0.516; O -0.544; C -0.036; S -0.058; C -0.354; S -0.036; H 0.217; H 0.209; H 0.207; H 0.221; H 0.207; H 0.211; H 0.220; H 0.234; H 0.230; H 0.360; H 0.378; H 0.219; H 0.147; H 0.243; H 0.156; C -0.641; C -0.068; O -0.501; C 0.983; O -0.641; O -0.497; C -0.259; H 0.212; H 0.217; H 0.229; H 0.184; H 0.195; H 0.194; H 0.191; H 0.206; C -0.640; C -0.071; O -0.494; C 0.983; O -0.645; O -0.495; C -0.258; H 0.211; H 0.218; H 0.226; H 0.192; H 0.193; H 0.196; H 0.189; H 0.194

# 3
Computed, not measured: a molecular structure, C16H32AgO8S4, with wB97M-V/def2-TZVPD.

Cartesian coordinates (Å):
1 Ag 0.4929 0.2945 -0.3805
2 C -3.6275 1.3509 1.1545
3 C -4.5852 0.1649 0.8094
4 C -3.9712 -0.6079 -0.3398
5 S -3.0641 0.7450 -1.3635
6 O -3.7843 1.0851 -2.5170
7 O -1.6616 0.3815 -1.4593
8 C -3.3061 2.1205 -0.0608
9 H -2.6976 1.0651 1.6461
10 H -4.0267 1.9322 1.9856
11 H -5.5089 0.6786 0.5430
12 H -4.7501 -0.4742 1.6768
13 H -4.7837 -1.0426 -0.9220
14 H -3.2356 -1.2864 0.0922
15 H -4.2043 2.6268 -0.4143
16 H -2.3973 2.7214 -0.0926
17 C 2.1852 3.1903 -5.3433
18 C 1.0482 4.0606 -4.7572
19 C 0.5652 3.4126 -3.4444
20 S 0.4176 1.6212 -4.0074
21 O -0.9143 1.2741 -4.4563
22 O 1.0020 0.8361 -2.9717
23 C 1.6180 1.8117 -5.3867
24 H 3.0109 3.3017 -4.6404
25 H 2.5293 3.5393 -6.3169
26 H 0.1898 4.1157 -5.4267
27 H 1.4128 5.0688 -4.5605
28 H -0.3567 3.7208 -2.9512
29 H 1.3310 3.4934 -2.6729
30 H 1.2067 1.4672 -6.3355
31 H 2.3447 1.0292 -5.1681
32 C 3.2252 -5.1864 0.8661
33 C 4.5911 -4.4126 0.9965
34 C 4.5466 -3.1788 0.0826
35 S 2.9143 -2.4347 0.5539
36 O 2.2393 -1.8072 -0.5598
37 O 3.1161 -1.8222 1.8579
38 C 2.1288 -4.1210 0.7524
39 H 3.0949 -5.8593 1.7136
40 H 3.0242 -5.7274 -0.0586
41 H 5.3762 -5.0894 0.6592
42 H 4.7023 -4.1217 2.0411
43 H 4.4550 -3.8062 -0.8040
44 H 5.3883 -2.4870 0.0507
45 H 1.5649 -4.2788 -0.1669
46 H 1.4126 -4.0213 1.5680
47 C -2.0101 0.9606 4.5107
48 C -0.6474 1.5656 4.2487
49 C 0.4175 0.4865 3.7418
50 S -0.5665 -0.8333 2.9166
51 O -0.0616 -2.1486 3.2008
52 O -0.7697 -0.3843 1.5520
53 C -2.0594 -0.5270 4.0618
54 H -2.6764 1.6141 3.9476
55 H -2.0570 1.0537 5.5957
56 H -0.3949 1.9931 5.2191
57 H -0.7599 2.3897 3.5442
58 H 0.8899 -0.1056 4.5256
59 H 1.1375 0.7499 2.9669
60 H -1.8021 -1.1397 4.9258
61 H -2.8992 -1.0188 3.5709

Values from the calculation:
HOMO (alpha / beta) = -14.66 / -14.66 eV
charge = +2
Kohn-Sham gap (alpha / beta) = 8.6 / 2.6 eV
DFT total energy = -2969.70099 Ha
spin multiplicity = 2

In elementary charge units, the natural (NBO) charges are: Ag 0.951; C -0.448; C -0.410; C -0.598; S 2.107; O -0.896; O -1.041; C -0.587; H 0.219; H 0.242; H 0.225; H 0.241; H 0.269; H 0.249; H 0.251; H 0.233; C -0.429; C -0.421; C -0.471; S 2.050; O -0.645; O -0.802; C -0.542; H 0.238; H 0.296; H 0.244; H 0.288; H 0.287; H 0.264; H 0.302; H 0.290; C -0.416; C -0.404; C -0.647; S 2.107; O -1.001; O -0.918; C -0.628; H 0.245; H 0.220; H 0.240; H 0.227; H 0.239; H 0.263; H 0.235; H 0.262; C -0.427; C -0.403; C -0.634; S 2.112; O -0.898; O -1.055; C -0.610; H 0.223; H 0.246; H 0.244; H 0.214; H 0.259; H 0.241; H 0.259; H 0.248

# 4
Computed, not measured: a molecular structure, C16H32AlK3O16P, with wB97M-V/def2-TZVPD.

Cartesian coordinates (Å):
1 Al -2.0954 0.1512 -2.3996
2 K 2.7225 -1.9742 -1.1902
3 K 2.0298 3.0967 -0.0038
4 K 3.2453 0.2348 -3.9110
5 P 0.9480 0.5806 -1.6998
6 O 0.0163 1.5604 -0.9822
7 O 2.4527 0.7335 -1.3411
8 O 0.6801 0.8506 -3.2020
9 O 0.3217 -0.8708 -1.3499
10 C -0.1498 -4.8183 -1.7172
11 C -0.8462 -4.4930 -0.4631
12 O -2.1934 -4.7017 -0.4541
13 C -3.0174 -3.8480 -1.1162
14 O -2.7402 -2.8219 -1.7542
15 O -4.1851 -4.3499 -0.9782
16 C -5.2935 -3.8240 -1.7554
17 H -0.5222 -4.3645 -2.6356
18 H -0.1943 -5.8962 -1.8730
19 H 0.9038 -4.5532 -1.6293
20 H -0.7832 -3.4246 -0.2567
21 H -0.4854 -5.1407 0.3359
22 H -5.0296 -4.0663 -2.7848
23 H -5.6252 -2.7870 -1.7031
24 H -6.1628 -4.4617 -1.5950
25 C 4.4730 0.9169 1.3054
26 C 5.2402 1.0430 -0.0261
27 O 6.5275 1.5284 0.2539
28 C 7.5805 1.0639 -0.4094
29 O 7.5741 0.0224 -1.0138
30 O 8.5945 1.8369 -0.1790
31 C 9.7737 1.6176 -0.9021
32 H 3.4054 0.8290 1.1038
33 H 4.5127 1.7844 1.9641
34 H 4.9273 0.1554 1.9392
35 H 4.7490 1.7384 -0.7067
36 H 5.2649 0.0637 -0.5040
37 H 10.5654 2.2283 -0.4681
38 H 9.7303 1.8753 -1.9603
39 H 9.9863 0.5509 -0.8299
40 C -1.2086 5.6328 1.2359
41 C -1.3285 4.2895 0.5236
42 O -2.7304 4.1081 0.6144
43 C -3.4250 3.0401 0.3600
44 O -3.1906 2.0894 -0.3503
45 O -4.6939 3.2665 0.9872
46 C -5.8168 2.4492 0.6741
47 H -0.1964 6.0323 1.2984
48 H -1.6901 5.6471 2.2137
49 H -1.7606 6.2895 0.5635
50 H -0.9093 3.4719 1.1100
51 H -1.0292 4.2791 -0.5245
52 H -6.6533 2.9573 1.1539
53 H -5.7916 1.4142 1.0148
54 H -6.0158 2.4395 -0.3975
55 C 0.0678 0.0893 2.4348
56 C -0.2057 -1.3597 1.9678
57 O -1.5349 -1.7850 2.2502
58 C -2.5296 -1.3842 1.4926
59 O -2.4647 -0.7933 0.4010
60 O -3.7631 -1.7509 2.0683
61 C -4.9608 -1.5474 1.3748
62 H 0.0275 0.6989 1.5320
63 H 0.9504 0.1638 3.0701
64 H -0.7118 0.4782 3.0899
65 H 0.5110 -2.0653 2.3879
66 H -0.0215 -1.5779 0.9158
67 H -5.1767 -0.6201 0.8442
68 H -5.8119 -1.7554 2.0233
69 H -4.8363 -2.2633 0.5624

Values from the calculation:
HOMO = -17.06 eV
charge = +3
Kohn-Sham gap = 2.4 eV
ΔE to the lowest compared entry with this formula, charge and spin = 259.5 kJ/mol
DFT total energy = -4215.39932 Ha

In elementary charge units, the natural (NBO) charges are: Al 0.935; K 0.982; K 0.982; K 0.994; P 2.358; O -0.811; O -1.257; O -0.837; O -0.807; C -0.638; C -0.062; O -0.465; C 1.002; O -0.687; O -0.450; C -0.286; H 0.227; H 0.250; H 0.170; H 0.149; H 0.218; H 0.207; H 0.203; H 0.235; C -0.649; C -0.050; O -0.501; C 0.990; O -0.657; O -0.461; C -0.268; H 0.173; H 0.233; H 0.252; H 0.147; H 0.176; H 0.223; H 0.194; H 0.207; C -0.629; C -0.069; O -0.478; C 1.025; O -0.636; O -0.480; C -0.260; H 0.213; H 0.252; H 0.241; H 0.161; H 0.183; H 0.233; H 0.180; H 0.191; C -0.667; C -0.071; O -0.436; C 1.008; O -0.603; O -0.458; C -0.261; H 0.203; H 0.247; H 0.261; H 0.223; H 0.193; H 0.193; H 0.238; H 0.181

Question: What is the DFT total energy in the first record?
Answer: -2265.19943 Ha